DFT (ωB97M-V/def2-TZVPD) results for 6 unconnected molecules or ions with the total composition C33H55BrF5N7O6 at a distorted geometry.

Last column: Mulliken charge in e.
Geometry (Å):
C1 -3.0652 -2.2821 -1.4336  -1.265
C2 -3.0789 -1.9621 -2.9157  0.101
O1 -1.9301 -1.2660 -3.4052  -0.447
C3 -1.3747 -0.3612 -2.5535  0.363
C4 -0.0469 -0.6182 -2.1066  -0.405
N1 0.5877 0.1931 -1.3156  -0.364
C5 -0.0882 1.3129 -0.9180  0.003
C6 0.5592 2.2368 -0.0590  0.780
C7 1.9773 1.9312 0.3426  -1.447
C8 3.0202 2.1731 -0.7432  0.185
C9 4.4378 1.9676 -0.1716  -1.324
Br1 2.8997 3.9775 -1.4812  -0.189
C10 -0.1079 3.3667 0.3492  0.941
C11 0.4974 4.4050 1.2615  -1.417
C12 0.2733 4.1690 2.7813  -0.921
C13 -0.9506 3.3164 3.1438  -0.454
C14 -0.6549 1.8917 3.5601  0.833
F1 -1.7976 1.1520 3.4661  -0.339
F2 0.2744 1.2963 2.7632  -0.190
C15 -0.1274 1.7301 5.0092  0.599
F3 -0.8109 2.4953 5.8726  -0.246
F4 -0.2577 0.4525 5.4010  -0.265
F5 1.1731 2.0483 5.0890  -0.255
C16 -1.4328 3.5876 -0.1067  -0.259
C17 -2.0706 2.7141 -0.9341  -0.742
C18 -1.4090 1.5520 -1.3598  -0.137
N2 -2.0463 0.6872 -2.2051  -0.643
H1 -3.3319 -1.4272 -0.8159  0.317
H2 -3.8397 -3.0327 -1.2611  0.462
H3 -2.1219 -2.7223 -1.1142  0.329
H4 -3.9990 -1.4382 -3.1821  0.258
H5 -3.0992 -2.9053 -3.4628  -0.041
H6 0.4580 -1.5111 -2.4580  0.562
H7 2.0398 0.8638 0.5613  0.639
H8 2.2675 2.4701 1.2428  0.682
H9 2.9092 1.4736 -1.5644  0.448
H10 5.0251 1.3065 -0.8057  0.175
H11 4.9672 2.9096 -0.0535  0.379
H12 4.3726 1.5199 0.8216  0.395
H13 0.1453 5.3898 0.9606  0.532
H14 1.5708 4.4176 1.0803  0.260
H15 1.1860 3.7890 3.2363  0.423
H16 0.1143 5.1486 3.2325  0.410
H17 -1.7030 3.3005 2.3603  -0.385
H18 -1.4296 3.7659 4.0150  0.795
H19 -1.9660 4.4718 0.2201  0.377
H20 -3.0775 2.9106 -1.2728  0.436
C19 -7.5540 1.5515 2.3330  -0.834
N3 -6.7319 2.4582 1.5571  -0.185
C20 -5.3827 2.6168 1.6035  0.713
C21 -4.6064 1.7584 2.5755  -0.350
O2 -4.8263 3.4295 0.8820  -0.644
H21 -8.0947 0.8686 1.6754  0.281
H22 -8.2833 2.1082 2.9239  0.287
H23 -6.9389 0.9657 3.0075  0.310
H24 -7.1860 3.0614 0.8896  0.255
H25 -3.5634 2.0105 2.4745  -0.661
H26 -4.9250 1.9494 3.6013  0.444
H27 -4.7371 0.6987 2.3525  0.403
C22 -1.7466 -4.3414 -5.6353  -0.865
N4 -2.4977 -5.5292 -5.2531  -0.123
C23 -2.6071 -6.7092 -5.9234  0.812
C24 -1.8688 -6.8359 -7.2328  -1.321
O3 -3.2735 -7.6210 -5.4580  -0.639
H28 -1.0038 -4.1139 -4.8699  0.264
H29 -2.4251 -3.4927 -5.7299  0.300
H30 -1.2411 -4.4973 -6.5811  0.360
H31 -3.0156 -5.5094 -4.3880  0.177
H32 -2.0550 -7.8281 -7.6312  0.330
H33 -2.2206 -6.0941 -7.9503  0.376
H34 -0.7955 -6.7077 -7.0842  0.341
C25 -1.2616 -8.3914 -2.6093  -0.936
N5 -0.5019 -7.4204 -3.3723  0.044
C26 0.8211 -7.1337 -3.3031  0.913
C27 1.6545 -7.9077 -2.3076  -1.435
O4 1.3096 -6.2771 -4.0259  -0.649
H35 -1.7251 -9.1159 -3.2795  0.283
H36 -2.0561 -7.8964 -2.0485  0.269
H37 -0.6175 -8.9163 -1.9113  0.407
H38 -0.9920 -6.8678 -4.0585  0.064
H39 2.6799 -7.5594 -2.3796  0.295
H40 1.2957 -7.7452 -1.2907  0.371
H41 1.6267 -8.9758 -2.5254  0.376
C28 1.7449 4.5330 10.0489  -0.751
N6 0.9818 5.7410 9.8058  -0.152
C29 0.1858 6.0365 8.7417  0.456
C30 0.0632 4.9884 7.6594  -1.004
O5 -0.3975 7.1039 8.6769  -0.649
H42 1.4213 4.0568 10.9761  0.274
H43 2.8082 4.7636 10.1348  0.275
H44 1.6105 3.8284 9.2354  0.282
H45 1.0231 6.4774 10.4923  0.225
H46 -0.5994 5.3663 6.8871  0.335
H47 1.0372 4.7752 7.2167  0.351
H48 -0.3544 4.0648 8.0607  0.360
C31 8.7834 0.8484 -2.9550  -0.861
N7 7.3841 1.1766 -3.1390  -0.134
C32 6.5025 0.6478 -4.0328  0.847
C33 7.0197 -0.4205 -4.9692  -1.330
O6 5.3473 1.0312 -4.0641  -0.630
H49 8.9612 0.4867 -1.9406  0.284
H50 9.4072 1.7289 -3.1192  0.290
H51 9.0872 0.0764 -3.6536  0.319
H52 6.9783 1.8852 -2.5479  0.203
H53 6.2015 -0.7329 -5.6099  0.296
H54 7.8288 -0.0351 -5.5905  0.371
H55 7.3823 -1.2847 -4.4116  0.361

Calculated values
net charge: 0
HOMO energy: -8.502 eV
gap between HOMO and LUMO: 8.7 eV
E_LUMO: 0.15 eV

DFT (ωB97M-V/def2-TZVPD) results for 8 unconnected molecules or ions with the total composition C33H56BBrCl14FN2O5PSi.

Last column: Mulliken charge in e.
Geometry (Å):
C1 -7.3272 -1.1471 -1.5567  -1.251
C2 -6.1353 -1.5009 -2.4660  -0.081
C3 -5.7111 -0.3746 -3.4168  -0.819
C4 -4.1917 -0.1562 -3.5186  -0.314
N1 -3.7478 1.2385 -3.5105  0.375
C5 -3.2306 1.7095 -2.3021  0.020
C6 -2.2145 2.5774 -2.2224  0.287
F1 -1.6248 3.0938 -3.3044  -0.444
C7 -1.6871 3.0633 -0.9196  -0.720
O1 -1.2707 4.1920 -0.7821  -0.585
C8 -1.7500 2.0677 0.1821  1.187
C9 -2.8171 1.1845 0.1436  0.419
C10 -2.9735 0.2197 1.1150  -0.730
C11 -2.0593 0.1251 2.1517  0.122
C12 -2.2421 -0.9615 3.1775  -1.475
C13 -1.3770 -2.1695 2.8259  -0.321
O2 -1.6313 -2.4820 1.4694  -0.470
Si1 -0.3772 -3.0598 0.5349  0.837
C14 -0.0699 -4.8951 0.8377  -1.198
C15 -0.9277 -2.7800 -1.2303  -0.578
C16 1.1916 -2.0818 0.7846  -0.484
C17 -0.9803 1.0135 2.2199  -0.044
B1 -0.0313 0.9088 3.4913  0.940
N2 -0.3210 1.6328 4.7422  -0.362
O3 1.0804 0.1098 3.4550  -0.643
C18 -0.8126 1.9925 1.2176  0.857
P1 0.5213 3.2525 1.2527  -0.326
O4 1.5344 2.5957 2.3494  -0.155
Br1 1.5829 2.6651 -0.6591  -0.149
C19 -3.7954 1.2977 -0.9726  -0.450
O5 -4.9798 1.1021 -0.8127  -0.606
H1 -8.0809 -1.9316 -1.5569  0.309
H2 -6.9936 -1.0387 -0.5252  0.278
H3 -7.7843 -0.1992 -1.8306  0.346
H4 -5.2869 -1.7724 -1.8363  -0.120
H5 -6.3834 -2.4060 -3.0212  0.620
H6 -6.1380 0.5561 -3.0412  0.340
H7 -6.1248 -0.5240 -4.4142  0.512
H8 -3.6643 -0.7074 -2.7396  -0.192
H9 -3.8452 -0.5932 -4.4581  0.477
H10 -4.4457 1.8572 -3.9044  0.164
H11 -3.8142 -0.4582 1.0646  0.596
H12 -2.0130 -0.6134 4.1870  0.197
H13 -3.2780 -1.2993 3.1672  0.533
H14 -0.3264 -1.9187 3.0013  0.189
H15 -1.6392 -3.0199 3.4594  0.402
H16 0.9110 -5.0415 1.2883  0.328
H17 -0.1052 -5.4235 -0.1119  0.287
H18 -0.8292 -5.2924 1.5114  0.330
H19 -0.4613 -1.8405 -1.5353  -0.238
H20 -0.5688 -3.5469 -1.9117  0.438
H21 -2.0068 -2.6576 -1.3175  0.261
H22 1.8845 -2.5668 1.4716  0.467
H23 1.0305 -1.0470 1.0865  0.238
H24 1.6871 -2.0664 -0.1869  -0.181
H25 -0.3122 2.6310 4.5546  0.157
H26 -1.2446 1.3945 5.0974  -0.066
H27 1.4188 0.0497 4.3584  0.225
H28 1.7522 1.6599 2.2110  0.272
Cl1 2.1092 -3.5240 -2.5578  -0.127
C20 3.8872 -3.5052 -2.4239  -0.140
C21 4.4260 -4.6357 -1.5904  -0.283
Cl2 3.9636 -4.5049 0.1311  -0.185
H29 4.1663 -2.5390 -2.0104  -0.277
H30 4.2934 -3.5834 -3.4310  0.436
H31 5.5146 -4.6092 -1.6353  0.153
H32 4.0782 -5.6047 -1.9389  0.373
Cl3 8.4617 -6.0908 -1.6769  -0.190
C22 8.7146 -5.8999 0.0793  -0.368
C23 7.5243 -5.2652 0.7484  -0.582
Cl4 7.3126 -3.5654 0.2645  -0.091
H33 9.6145 -5.3084 0.2229  0.307
H34 8.8764 -6.8954 0.4886  0.305
H35 7.6574 -5.2767 1.8288  0.366
H36 6.6044 -5.7929 0.5068  0.264
Cl5 7.0729 -0.6239 -2.0007  -0.190
C24 5.8898 0.7130 -1.9859  -0.255
C25 5.1943 0.8803 -0.6612  -0.451
Cl6 4.0791 -0.4582 -0.2789  0.081
H37 5.1768 0.5289 -2.7853  0.013
H38 6.4452 1.6210 -2.2135  0.403
H39 4.5874 1.7845 -0.6942  0.111
H40 5.9052 0.9601 0.1572  0.353
Cl7 -2.2740 2.2138 -7.9119  -0.181
C26 -3.2156 3.7065 -7.6621  -0.513
C27 -3.8478 3.7646 -6.2972  -0.065
Cl8 -5.1310 2.5408 -6.1019  -0.189
H41 -3.9655 3.7577 -8.4469  0.355
H42 -2.5280 4.5425 -7.7755  0.308
H43 -4.3109 4.7391 -6.1536  0.399
H44 -3.1157 3.5985 -5.5092  -0.044
Cl9 4.3032 6.0213 6.2453  -0.195
C28 3.9235 4.3060 5.9420  -0.465
C29 2.7010 4.1341 5.0802  -0.145
Cl10 1.2116 4.6389 5.9235  -0.176
H45 3.8005 3.8190 6.9057  0.339
H46 4.7841 3.8731 5.4352  0.330
H47 2.5749 3.0845 4.8220  -0.046
H48 2.7710 4.7109 4.1624  0.316
Cl11 -4.4680 4.3359 8.5864  -0.189
C30 -2.8646 3.5729 8.7337  -0.493
C31 -2.2274 3.3228 7.3931  -0.305
Cl12 -3.0933 2.0656 6.4643  -0.217
H49 -2.9864 2.6489 9.2924  0.336
H50 -2.2368 4.2523 9.3070  0.343
H51 -1.2061 2.9683 7.5269  0.230
H52 -2.2080 4.2236 6.7856  0.283
Cl13 -0.6817 -0.0572 -3.4157  0.042
C32 0.2686 0.9023 -4.5754  -0.418
C33 1.4796 0.1458 -5.0669  -0.708
Cl14 2.6803 -0.0964 -3.7683  -0.063
H53 0.5522 1.8305 -4.0865  0.225
H54 -0.3864 1.1345 -5.4147  0.151
H55 1.9704 0.7112 -5.8573  0.389
H56 1.2086 -0.8346 -5.4498  0.332

Calculated values
net charge: 0
HOMO energy: -8.798 eV
gap between HOMO and LUMO: 8.0 eV
E_LUMO: -0.81 eV

Q: Number 1 is which compound?
A: C33H55BrF5N7O6